Entry 1:
DFT (the ωB97M-V functional and the def2-TZVPD basis) results for a structure of composition C21H49As2F12N7O7Y at a distorted geometry.

XYZ file:
```
99
C21H49As2F12N7O7Y, DFT the ωB97M-V functional and the def2-TZVPD basis
Y -0.2318 -0.0419 -0.4885
As 6.5854 -1.1124 -3.2491
F 7.2786 0.0840 -2.2075
F 4.9701 -0.6621 -2.4962
F 5.6295 -2.3656 -4.1144
F 8.1811 -1.6193 -3.8561
F 6.8148 -2.2397 -1.8100
F 6.3026 0.0890 -4.5189
As -4.8703 -2.8021 4.8608
F -6.2928 -3.2078 3.8534
F -5.5876 -3.3574 6.4521
F -3.4962 -2.4444 5.9968
F -3.8609 -2.2897 3.4731
F -5.5325 -1.1742 5.0586
F -4.2133 -4.4975 4.4653
C 2.2263 -7.2992 2.6510
C 2.3907 -6.7153 1.2909
O 1.9506 -5.6006 0.9428
N 2.8762 -7.5037 0.3257
C 3.3687 -8.8878 0.5153
H 2.9792 -8.0503 2.8902
H 1.3416 -7.9358 2.6417
H 2.0949 -6.5338 3.4159
H 3.0877 -7.1129 -0.5813
H 2.5754 -9.5853 0.7838
H 4.1525 -9.0379 1.2577
H 3.7347 -9.3639 -0.3944
C 4.5539 0.0175 6.3480
C 4.6408 -0.6597 4.9901
O 3.9698 -0.3243 4.0236
N 5.5753 -1.5869 4.7871
C 6.4124 -2.1407 5.8877
H 4.3909 -0.7215 7.1325
H 3.7934 0.7980 6.3741
H 5.4703 0.4818 6.7124
H 5.5298 -1.9983 3.8658
H 5.8735 -2.0934 6.8340
H 7.3435 -1.5830 5.9885
H 6.6884 -3.1630 5.6294
C -2.1636 0.7291 -8.4039
C -0.7254 0.8669 -7.7859
O -0.6487 0.7372 -6.6066
N 0.3289 1.0332 -8.5506
C 0.1396 1.5830 -9.8654
H -2.2008 -0.0343 -9.1810
H -2.5970 1.6068 -8.8835
H -2.8209 0.5045 -7.5639
H 1.2753 1.0979 -8.2037
H -0.3774 2.5370 -9.7622
H -0.2705 0.8376 -10.5469
H 1.1213 1.6897 -10.3268
C 3.4504 7.4890 -0.9489
C 3.5151 6.0207 -0.3565
O 2.6817 5.1444 -0.6289
N 4.4912 5.6838 0.4242
C 5.7772 6.5057 0.6745
H 4.3867 7.9654 -1.2396
H 3.0811 8.2429 -0.2536
H 2.7777 7.4899 -1.8065
H 4.3522 4.8409 0.9629
H 6.6148 6.0929 1.2368
H 5.5306 7.3136 1.3635
H 6.1714 6.9629 -0.2330
C -1.8996 5.7703 4.8327
C -1.8464 4.2580 5.0119
O -1.6705 3.5508 4.0461
N -2.1149 3.7166 6.2262
C -2.8963 4.3619 7.3043
H -2.7848 6.2451 5.2558
H -1.7888 5.9960 3.7721
H -1.0351 6.1555 5.3735
H -2.1913 2.7124 6.1493
H -3.2221 3.6755 8.0859
H -3.8615 4.6657 6.8991
H -2.3154 5.1910 7.7084
C -5.2898 4.6431 -2.5131
C -5.7169 3.6326 -1.4398
O -5.0547 2.6932 -1.1111
N -6.8299 3.9865 -0.8049
C -7.3002 3.2672 0.2791
H -4.2195 4.8337 -2.4334
H -5.7359 5.6236 -2.3468
H -5.4875 4.3314 -3.5387
H -7.3647 4.7585 -1.1764
H -8.2413 3.7942 0.4365
H -6.7216 3.6288 1.1291
H -7.3576 2.1804 0.3396
C -2.4267 -5.7283 -4.5666
C -3.4630 -5.0166 -3.6773
O -3.1596 -4.0906 -2.8953
N -4.7312 -5.2551 -4.0656
C -5.8124 -4.6919 -3.2918
H -1.4506 -5.2436 -4.5850
H -2.8116 -5.8593 -5.5780
H -2.4079 -6.7453 -4.1747
H -4.7878 -5.8114 -4.9067
H -5.9623 -5.2993 -2.3992
H -6.7801 -4.9397 -3.7281
H -5.8488 -3.6904 -2.8632
```

The calculation puts the HOMO energy at -11.7 eV. Its total energy is -202650.10629 eV. Its charge is +1. As for the LUMO energy: -10.1 eV. The value obtained for the HOMO-LUMO gap is 1.6712 eV.

---

Entry 2:
DFT (the ωB97M-V functional and the def2-TZVPD basis) results for a structure of composition C21H51AlCaCl3F4LiN2O8S2 at a distorted geometry.

XYZ file:
```
94
C21H51AlCaCl3F4LiN2O8S2, DFT the ωB97M-V functional and the def2-TZVPD basis
C 6.1138 -0.7485 3.5528
C 4.9953 -1.8860 3.0657
C 4.1409 -1.3242 1.7767
C 4.8736 -1.6101 0.3386
C 3.9905 -1.2163 -0.9847
C 3.5816 0.3674 -1.1044
C 2.3411 0.8328 -0.1392
C 1.1750 1.7160 -0.8816
C 0.1675 2.2620 0.3343
C -1.2861 1.5053 0.3670
C -1.2030 -0.1354 0.5258
C -2.6942 -0.6070 1.0926
C -2.9812 -2.2142 0.9459
O -1.8120 -2.9898 1.4162
S -1.6448 -4.4396 0.5134
O -0.9009 -5.5074 1.4051
O -0.6653 -4.0306 -0.8427
S 0.6899 -3.2525 -0.1573
H 6.2715 -0.8523 4.7190
H 7.1092 -0.9733 2.9759
H 5.7425 0.3374 3.2339
H 5.5438 -2.8786 2.6962
H 4.2711 -2.1161 3.9704
H 3.0540 -1.8048 1.8627
H 3.9735 -0.1616 1.9528
H 5.9662 -1.1356 0.3410
H 5.0557 -2.7867 0.2864
H 4.6849 -1.4509 -1.9274
H 3.0173 -1.8465 -1.1431
H 3.2119 0.5287 -2.2279
H 4.5485 1.0422 -0.9626
H 1.8315 -0.1696 0.2594
H 2.7766 1.4189 0.7821
H 0.5114 1.0961 -1.6261
H 1.6314 2.6172 -1.5102
H 0.0657 3.4513 0.3113
H 0.7080 2.0316 1.3724
H -1.9035 1.7945 -0.5841
H -1.8626 1.8930 1.3376
H -0.9307 -0.6202 -0.5041
H -0.3923 -0.4986 1.3059
H -3.5294 -0.0285 0.4730
H -2.7574 -0.2965 2.2334
H -3.9271 -2.4623 1.6182
H -3.3023 -2.5054 -0.1596
H 1.8844 -3.9554 -0.4743
C -7.1061 0.5573 3.5143
C -5.6336 0.6795 3.7513
O -4.8372 1.1970 2.9936
N -4.9902 0.2231 4.9214
C -5.7183 -0.5672 5.9126
H -7.3433 0.9230 2.5112
H -7.4125 -0.4891 3.5827
H -7.6481 1.1595 4.2476
H -4.5757 1.0785 5.3126
H -4.1442 -0.2325 4.5554
H -6.5368 0.0354 6.3136
H -5.0169 -0.8249 6.7090
H -6.0897 -1.4764 5.4335
C 3.0140 4.2477 -3.8715
O 1.8187 4.2759 -3.1135
H 3.8314 3.9041 -3.2332
H 2.8973 3.5594 -4.7122
H 3.2382 5.2525 -4.2377
H 1.1119 4.5842 -3.7057
O -0.2158 -7.0297 4.2725
H -0.4804 -6.7747 3.4075
C -3.2309 -8.8913 3.7299
Cl -4.9056 -8.6761 4.2535
Cl -3.1336 -9.0922 1.9762
H -2.6517 -8.0114 4.0198
H -2.8185 -9.7803 4.2132
Cl -5.1481 -5.9444 4.6552
Li 3.8519 3.0556 -0.3297
Ca 2.9519 3.9556 1.9932
C 2.0915 4.4210 -7.5431
O 1.1174 4.2502 -6.8205
N 2.6099 5.6445 -7.9096
C 3.7683 5.7638 -8.7704
C 1.9766 6.8508 -7.4186
H 2.6469 3.5704 -7.9705
H 4.5548 6.3015 -8.2331
H 3.4873 6.3245 -9.6666
H 4.1437 4.7802 -9.0657
H 1.9969 6.8435 -6.3248
H 0.9343 6.8663 -7.7514
H 2.4954 7.7382 -7.7908
O -3.9775 -2.4146 4.4074
H -3.3187 -2.9504 4.0047
F -3.9788 -1.8897 -2.0557
Al -3.9481 -0.2555 -2.8119
F -4.4656 -0.3804 -4.5325
F -2.2765 0.4104 -2.7345
F -5.0715 0.8376 -1.9250
```

The calculation puts the HOMO energy at -7.2 eV. Its total energy is -137299.37405 eV. As for the LUMO energy: -4.3 eV. The value obtained for the HOMO-LUMO gap is 2.8595 eV.

---

Entry 3:
DFT (the ωB97M-V functional and the def2-TZVPD basis) results for a structure of composition C21H51B3O10S at a distorted geometry.

XYZ file:
```
86
C21H51B3O10S, DFT the ωB97M-V functional and the def2-TZVPD basis
C -3.4590 2.2045 1.5376
O -3.8729 3.0377 0.4707
C -4.8399 2.4594 -0.3902
C -4.2526 1.7271 -1.6044
C -2.8575 1.1483 -1.4019
C -2.0544 0.9550 -2.7106
C -0.5876 1.4164 -2.6233
C 0.4160 0.2875 -2.3148
C 0.9524 0.2750 -0.8894
C -0.0373 -0.1391 0.2098
B -0.6894 -1.5495 0.0889
O -1.2770 -2.0743 -1.0568
B -2.4866 -2.7129 -0.8600
O -2.7478 -3.3327 0.3453
B -2.1335 -2.6439 1.3793
S -3.0683 -2.0619 2.8412
O -0.8031 -2.3549 1.2373
H -3.9459 2.4978 2.4669
H -2.3852 2.2991 1.6832
H -3.6679 1.1580 1.3211
H -5.4453 3.2854 -0.7549
H -5.5111 1.8240 0.1890
H -4.2678 2.3552 -2.4896
H -4.9194 0.8963 -1.8335
H -2.9551 0.1718 -0.9235
H -2.2729 1.7569 -0.7243
H -2.5593 1.5349 -3.4792
H -2.0751 -0.0878 -3.0069
H -0.4635 2.2681 -1.9587
H -0.3350 1.7776 -3.6188
H 1.2808 0.4551 -2.9553
H -0.0031 -0.6637 -2.6257
H 1.8562 -0.3213 -0.8070
H 1.2618 1.2950 -0.6634
H -0.8379 0.5880 0.3242
H 0.4954 -0.1337 1.1602
H -3.2836 -2.6808 -1.7384
H -4.1911 -1.6595 2.2362
C 1.8216 -3.4493 -0.2456
O 2.8438 -4.0181 -1.0412
C 3.8513 -4.6668 -0.2814
C 3.6446 -6.1650 -0.2352
O 2.4530 -6.5127 0.4514
C 1.3702 -6.8158 -0.4102
H 0.9865 -3.2239 -0.9048
H 1.4802 -4.1352 0.5326
H 2.1731 -2.5197 0.2209
H 3.8889 -4.2603 0.7343
H 4.8100 -4.4568 -0.7651
H 4.4780 -6.6180 0.3107
H 3.6401 -6.5771 -1.2489
H 1.4961 -7.8108 -0.8504
H 1.2694 -6.0772 -1.2087
H 0.4616 -6.8115 0.1902
C 0.2352 -2.1780 6.6710
O 0.7430 -3.1295 5.7535
C 0.4014 -2.8497 4.4047
C 1.5397 -2.1885 3.6583
O 1.8418 -0.9015 4.1784
C 2.9643 -0.8907 5.0411
H 0.7551 -2.3228 7.6169
H 0.4034 -1.1547 6.3282
H -0.8372 -2.3338 6.8324
H -0.4999 -2.2280 4.3608
H 0.1763 -3.8066 3.9223
H 1.2397 -2.0550 2.6169
H 2.4264 -2.8304 3.6791
H 3.8935 -0.9600 4.4646
H 2.9264 -1.7084 5.7642
H 2.9572 0.0560 5.5794
C -0.1347 6.1655 -1.6775
O 0.4085 5.1573 -2.5133
C 0.1099 5.3525 -3.8876
C 1.2766 5.9659 -4.6311
O 1.5651 7.2785 -4.1784
C 2.6580 7.3387 -3.2793
H 0.3583 6.0910 -0.7094
H 0.0354 7.1640 -2.0851
H -1.2095 6.0086 -1.5357
H -0.7850 5.9713 -4.0036
H -0.1028 4.3683 -4.3175
H 1.0165 6.0394 -5.6917
H 2.1592 5.3251 -4.5426
H 3.6057 7.2343 -3.8187
H 2.5924 6.5658 -2.5106
H 2.6351 8.3157 -2.7992
```

The calculation puts the HOMO energy at -9.2 eV. Its total energy is -55946.45283 eV. As for the LUMO energy: 0.3 eV. The value obtained for the HOMO-LUMO gap is 9.4955 eV.

---

Entry 4:
DFT (the ωB97M-V functional and the def2-TZVPD basis) results for a structure of composition C21H51Br4Cl2N3O15V4 at a distorted geometry.

XYZ file:
```
100
C21H51Br4Cl2N3O15V4, DFT the ωB97M-V functional and the def2-TZVPD basis
O -20.4063 -13.6998 24.7566
V -21.2647 -13.1256 23.5339
O -22.7297 -13.7024 23.6332
O -24.2606 -9.5975 25.2230
V -24.0860 -10.5172 23.9722
O -24.7344 -11.9100 24.3106
O -19.6210 -12.6380 19.1126
V -19.5972 -11.5869 20.3227
O -18.7767 -10.2920 20.0372
O -21.1089 -8.0532 21.1318
V -22.4292 -8.8669 20.7730
O -23.0879 -8.2290 19.4802
O -19.8890 -11.8314 22.4612
C -19.6950 -10.6872 23.2939
C -20.9709 -10.1733 23.9209
O -21.9874 -11.0635 24.3231
H -19.2365 -9.8389 22.7822
H -18.9971 -11.0977 24.0323
H -21.4144 -9.5009 23.1591
H -20.7772 -9.4668 24.7392
O -21.6151 -10.7903 20.0763
C -22.5829 -11.7342 20.4658
C -23.9500 -11.2570 20.8831
O -23.9405 -10.1638 21.8021
H -22.1704 -12.4444 21.2008
H -22.7727 -12.4760 19.6660
H -24.5136 -12.0531 21.3742
H -24.4717 -10.9300 19.9746
Br -25.2113 -16.0803 20.3441
C -25.7002 -14.8365 21.7901
C -26.7182 -13.8472 21.2833
Br -28.3748 -14.7935 20.7913
H -24.7319 -14.3964 22.0196
H -26.0979 -15.3089 22.6830
H -26.3744 -13.2324 20.4560
H -27.0201 -13.1403 22.0523
Br -23.9620 -13.3284 15.7614
C -23.5708 -11.4750 16.2742
C -23.8556 -10.4840 15.1885
Br -23.5937 -8.7125 15.9765
H -22.5173 -11.4177 16.5465
H -24.0880 -11.3779 17.2239
H -24.8678 -10.4900 14.7947
H -23.1852 -10.5128 14.3362
C -21.6901 -16.1259 20.1675
C -21.7204 -15.6843 21.6275
C -21.2083 -16.8074 22.5151
O -21.2453 -16.3731 23.8396
C -20.9714 -17.4264 24.7393
N -20.8346 -14.4891 21.7164
H -22.1539 -17.1073 20.0189
H -20.6845 -16.3024 19.7731
H -22.2637 -15.4829 19.4992
H -22.7641 -15.5163 21.8816
H -20.2031 -17.0963 22.1626
H -21.8314 -17.6947 22.3417
H -21.8273 -18.1110 24.7861
H -20.8177 -16.9689 25.7134
H -20.1055 -18.0443 24.4779
H -19.8824 -14.8438 21.8243
H -20.7787 -14.1104 20.7704
C -28.5397 -9.5431 24.6715
C -27.7745 -10.2019 23.5148
C -28.4826 -10.1705 22.1861
O -27.7709 -10.9180 21.2402
C -28.5446 -11.2576 20.1176
N -26.3859 -9.6837 23.5212
H -27.9280 -8.9587 25.3544
H -29.1395 -10.2423 25.2479
H -29.2246 -8.8335 24.1856
H -27.7405 -11.2567 23.8120
H -28.5862 -9.1319 21.8337
H -29.4839 -10.5827 22.3666
H -29.3470 -11.9368 20.4156
H -27.9397 -11.7100 19.3328
H -28.9846 -10.4158 19.5662
H -26.0474 -9.8935 22.5745
H -26.4401 -8.6677 23.5738
C -22.1397 -5.7350 23.1404
C -23.3108 -6.6983 23.3156
C -24.4212 -5.9542 24.0705
O -25.6192 -6.6849 23.9867
C -26.7503 -6.1160 24.6357
N -23.8216 -7.2345 22.0414
H -22.3601 -5.0830 22.2927
H -21.1622 -6.2016 23.0715
H -22.0953 -5.0725 24.0100
H -22.9809 -7.5415 23.9272
H -24.6051 -4.9622 23.6361
H -23.9970 -5.8599 25.0779
H -26.5339 -6.1139 25.7047
H -27.5490 -6.8335 24.4459
H -27.0704 -5.1689 24.1986
H -24.0408 -6.4486 21.4231
H -24.7942 -7.5048 22.2058
C -26.2092 -9.0606 18.6430
Cl -26.4538 -7.3018 18.6796
Cl -27.1886 -9.7669 17.3463
H -25.1568 -9.1806 18.4029
H -26.4230 -9.5005 19.6129
```

The calculation puts the HOMO energy at -9.8 eV. Its total energy is -465755.13208 eV. As for the LUMO energy: -1.4 eV. The value obtained for the HOMO-LUMO gap is 8.4430 eV.

---

Entry 5:
DFT (the ωB97M-V functional and the def2-TZVPD basis) results for a cluster of 11 separate species, C21H51Cl18O20P5 in total at a distorted geometry.

XYZ file:
```
115
C21H51Cl18O20P5, DFT the ωB97M-V functional and the def2-TZVPD basis
C 5.7662 -3.5268 -2.8086
O 6.6857 -2.4822 -2.9067
P 7.5588 -2.0763 -1.5595
O 8.6717 -1.1053 -1.7222
O 6.4552 -1.6329 -0.4437
C 5.3976 -0.7127 -0.8727
O 8.1015 -3.4901 -1.0530
C 8.9910 -3.6142 0.0400
H 6.0457 -4.4431 -3.3285
H 4.8908 -3.2254 -3.3838
H 5.5606 -3.8016 -1.7740
H 4.4690 -1.2756 -0.9678
H 5.6806 -0.2267 -1.8064
H 5.1918 0.1223 -0.2029
H 8.5804 -4.2338 0.8373
H 9.2528 -2.6588 0.4948
H 9.9139 -4.0819 -0.3031
C -1.8145 6.0249 0.3942
O -1.2450 6.2898 -0.7950
P -2.1230 6.1601 -2.1340
O -3.3784 7.0089 -2.1204
O -2.4871 4.5460 -2.2565
C -1.5327 3.4909 -2.3224
O -1.0723 6.5167 -3.3286
C -0.8604 7.8698 -3.7401
H -2.8556 5.7170 0.2979
H -1.7333 6.9106 1.0243
H -1.1927 5.2427 0.8296
H -1.6314 2.7763 -1.5052
H -0.4991 3.8358 -2.3506
H -1.7441 2.8907 -3.2074
H -0.0388 8.2847 -3.1561
H -1.6410 8.5572 -3.4138
H -0.6147 7.9778 -4.7965
C -4.6333 2.1211 -0.9418
O -4.6794 2.9915 0.1648
P -4.1063 2.4549 1.6204
O -2.6791 1.9779 1.4952
O -5.1975 1.3802 2.1226
C -4.7671 0.4460 3.0900
O -4.3167 3.7478 2.5757
C -5.5400 4.3673 2.7972
H -4.1975 2.6891 -1.7637
H -5.6324 1.7847 -1.2191
H -3.9012 1.3531 -0.6922
H -4.5233 -0.5140 2.6351
H -5.5009 0.1920 3.8550
H -3.7988 0.7003 3.5210
H -6.3586 3.6491 2.7504
H -5.6237 5.2383 2.1471
H -5.5668 4.7763 3.8072
C 0.6459 -1.1347 2.5110
O -0.0142 -1.8746 1.4521
P 0.5986 -1.8168 -0.0934
O -0.1380 -2.6095 -1.1206
O 0.5232 -0.2182 -0.4274
C -0.7615 0.3958 -0.3336
O 2.2006 -2.1165 0.1515
C 2.5691 -3.4455 0.2434
H 0.9005 -1.7689 3.3601
H -0.0333 -0.3549 2.8556
H 1.5807 -0.6241 2.2795
H -1.0939 0.4754 -1.3687
H -0.6626 1.4254 0.0103
H -1.5576 -0.0548 0.2592
H 1.7921 -4.2087 0.2855
H 3.1614 -3.6720 1.1299
H 3.3119 -3.7032 -0.5116
C -3.5939 1.0206 -5.6750
O -3.3169 0.6382 -4.2759
P -3.7821 -0.8796 -3.7879
O -5.1561 -1.3672 -4.2537
O -2.6222 -1.8322 -4.3459
C -1.2406 -1.6113 -4.0042
O -3.6460 -0.8603 -2.1498
C -3.6669 -1.9479 -1.2663
H -3.8353 2.0822 -5.7270
H -4.3598 0.4162 -6.1610
H -2.6350 0.8412 -6.1613
H -0.6377 -1.5034 -4.9059
H -0.8405 -2.4535 -3.4396
H -1.0783 -0.6225 -3.5752
H -2.6403 -2.2138 -1.0144
H -4.2329 -2.8188 -1.5966
H -4.0919 -1.5985 -0.3254
C 2.2019 3.1859 4.4849
Cl 1.7080 3.2344 6.2322
Cl 0.9485 4.0247 3.5759
Cl 2.5473 1.4666 3.9436
H 3.0980 3.8035 4.4257
C -2.7302 -3.2206 4.0376
Cl -2.8024 -2.7649 2.3128
Cl -1.5146 -2.2917 4.8304
Cl -2.5862 -5.0175 4.2371
H -3.6526 -2.9001 4.5220
C 3.9685 -1.8476 4.5186
Cl 5.3560 -1.9367 5.5944
Cl 2.8957 -3.3115 4.5320
Cl 4.4553 -1.6300 2.8215
H 3.4047 -1.0042 4.9173
C 0.8217 -6.3431 2.7443
Cl 0.3228 -4.6355 2.8020
Cl 0.5764 -7.2104 4.2390
Cl 2.5127 -6.4526 2.1111
H 0.1936 -6.8071 1.9839
C -1.4747 -5.7647 -0.5382
Cl -2.1394 -6.9556 0.6198
Cl -2.4393 -5.7421 -2.0622
Cl 0.1708 -6.4339 -0.8596
H -1.3620 -4.8000 -0.0436
C 2.8387 2.9111 0.5738
Cl 2.7866 1.1923 0.6612
Cl 1.2527 3.5577 0.0404
Cl 4.2127 3.4507 -0.4799
H 3.0552 3.2693 1.5803
```

The calculation puts the HOMO energy (spin up / spin down) at -0.8 / -6.8 eV. Its spin multiplicity is 2. Its total energy is -335411.01170 eV. Its charge is -1. As for the LUMO energy (spin up / spin down): 1.6 / 1.6 eV. The value obtained for the HOMO-LUMO gap (spin up / spin down) is 2.4338 / 8.4497 eV.

---

Question: Which formula does entry 5 have?
Answer: C21H51Cl18O20P5